The following is a quantum chemistry calculation of one molecule with the formula C4H8N2S2 at a distorted geometry, from OMol25.

Geometry as ORCA input:
```
! wB97M-V def2-TZVPD RIJCOSX def2/J DEFGRID3
* xyz 0 1
C 0.307 -2.532 0.993
C -0.960 0.439 -0.500
C 1.512 1.857 -0.628
C -2.154 1.284 -0.311
H 1.395 -2.792 1.178
H -0.416 -3.356 0.567
H -0.036 -2.301 2.039
H 0.908 -1.116 -0.578
H 1.714 1.352 0.346
H 1.181 2.917 -0.387
H 2.353 1.952 -1.252
H -2.073 2.289 -0.810
N 0.322 -1.274 0.286
N -0.804 -0.649 0.292
S 0.331 1.083 -1.720
S -3.579 0.845 0.485
*
```

Calculated values
Strongest force on any atom (eV/Å): 4.2
HOMO level (eV): -8.27
Frontier orbital gap (eV): 7.5
SMILES string: CN/N=C(/C=S)SC
E (eV): -28925.690
LUMO energy (eV): -0.741
Energy above the lowest of the compared OMol25 structures with the same formula, charge and spin (kJ/mol): 252.6